# C14H14Cl2N5PtSSe2

A structure of composition C14H14Cl2N5PtSSe2 in a non-equilibrium geometry (ωB97M-V/def2-TZVPD, the OMol25 dataset).

## Properties
Highest occupied orbital energy in eV: -10.2
Relative energy (zero: lowest compared OMol25 entry of this formula, charge and spin) in kcal/mol: 12.4
Kohn-Sham gap in eV: 6.0
Total charge: +1
Lowest unoccupied orbital energy in eV: -4.2

Each line ends with the Mulliken charge.
Element x y z (Å)
Pt 0.40 -0.42 0.96  0.70
Cl -0.71 0.62 4.90  -0.13
C 0.20 -0.87 5.14  -0.36
Cl 1.33 -1.19 3.81  -0.05
H -0.51 -1.70 5.17  0.30
H 0.77 -0.80 6.05  0.33
C -4.06 -1.96 -2.87  -1.43
C -2.85 -1.93 -2.00  0.84
C -1.64 -2.49 -2.30  -0.80
C -0.58 -2.39 -1.38  0.84
N -0.75 -1.72 -0.24  -0.24
C -1.92 -1.12 0.03  0.15
S -1.87 -0.14 1.42  -0.41
N -2.96 -1.28 -0.81  0.04
C 0.73 -3.04 -1.61  -1.09
H -3.84 -2.46 -3.81  0.36
H -4.40 -0.95 -3.08  0.38
H -4.87 -2.49 -2.37  0.37
H -1.50 -3.00 -3.24  0.43
H -3.84 -0.84 -0.56  0.29
H 0.93 -3.18 -2.67  0.40
H 0.71 -4.02 -1.13  0.29
H 1.53 -2.46 -1.14  0.23
Se 4.93 -1.33 1.43  -0.10
C 3.33 -1.01 0.81  0.16
N 2.25 -0.80 0.36  -0.70
Se 2.20 1.75 2.77  0.42
N 1.00 1.43 1.47  -0.31
C 1.15 2.37 0.53  1.34
C 0.42 2.48 -0.69  -0.66
C 0.68 3.53 -1.51  -0.66
C 1.67 4.52 -1.19  -0.56
C 2.39 4.45 -0.05  -0.70
C 2.14 3.36 0.85  0.48
N 2.79 3.20 1.99  -0.71
H -0.33 1.74 -0.93  0.33
H 0.12 3.63 -2.43  0.40
H 1.84 5.33 -1.88  0.39
H 3.13 5.19 0.22  0.45

---

# C14H14ClNO2Ru

A structure of composition C14H14ClNO2Ru in a non-equilibrium geometry (ωB97M-V/def2-TZVPD, the OMol25 dataset).

## Properties
Highest occupied orbital energy (spin up / spin down) in eV: -14.4 / -16.4
Expectation value of S²: 6.040
2S+1: 5
Kohn-Sham gap (spin up / spin down) in eV: 6.7 / 4.4
Total charge: +2
Lowest unoccupied orbital energy (spin up / spin down) in eV: -7.6 / -12.1

Each line ends with the Mulliken charge.
Element x y z (Å)
Cl -2.01 1.65 -0.64  -0.40
C 0.57 -1.53 -1.43  -0.89
C 1.77 -0.83 -1.06  -0.28
C 1.70 0.49 -1.57  -0.83
H 2.64 -1.26 -0.56  0.56
C 0.47 0.64 -2.28  1.45
C -0.26 -0.61 -2.17  -1.02
H -1.14 -0.86 -2.76  0.55
H 0.40 -2.59 -1.32  0.55
H 2.47 1.27 -1.55  0.65
C 0.00 1.82 -3.03  -1.23
Ru -0.50 -0.11 0.00  0.62
C 0.19 -1.27 1.28  0.20
C -2.15 -0.84 0.56  0.25
O 0.60 -2.05 2.04  -0.27
O -3.15 -1.23 0.98  -0.18
H 0.55 2.71 -2.74  0.35
H -1.07 2.01 -2.84  0.34
H 0.11 1.66 -4.11  0.34
N 0.37 1.71 1.10  -0.41
C 0.18 1.64 2.52  0.48
C 1.27 1.31 3.32  -0.03
C 1.07 1.11 4.68  -0.48
C -0.22 1.22 5.22  -0.59
C -1.30 1.53 4.39  -0.53
C -1.11 1.75 3.03  -0.20
H 1.34 1.88 0.84  0.37
H -0.20 2.45 0.66  0.37
H 2.26 1.20 2.86  0.43
H 1.91 0.85 5.32  0.45
H -0.39 1.05 6.28  0.44
H -2.31 1.62 4.80  0.45
H -1.94 1.95 2.35  0.51

---

# C14H14I2N2O9Y

A structure of composition C14H14I2N2O9Y in a non-equilibrium geometry (ωB97M-V/def2-TZVPD, the OMol25 dataset).

## Properties
Highest occupied orbital energy in eV: -5.0
Relative energy (zero: lowest compared OMol25 entry of this formula, charge and spin) in kcal/mol: 50.2
Kohn-Sham gap in eV: 5.9
Total charge: -1
Lowest unoccupied orbital energy in eV: 0.8

Each line ends with the Mulliken charge.
Element x y z (Å)
Y -0.38 -0.68 -0.92  0.72
O -0.54 1.80 -2.55  -0.18
C -0.13 3.06 -2.05  -0.79
C 1.38 3.20 -1.80  -0.90
N 1.99 2.52 -0.68  0.33
C 2.79 1.34 -0.93  -1.08
C 1.90 0.12 -1.10  1.25
O 1.67 -0.62 -0.12  -0.55
O 1.29 -0.03 -2.20  -0.63
C 1.34 2.63 0.60  -1.03
C -0.03 1.91 0.89  0.76
O -0.59 2.19 1.93  -0.74
O -0.48 1.11 0.00  -0.37
H 0.16 1.48 -3.14  0.31
H -0.70 3.23 -1.13  0.34
H -0.41 3.84 -2.78  0.41
H 1.57 4.28 -1.66  0.36
H 1.91 2.88 -2.70  0.39
H 3.45 1.19 -0.07  0.41
H 3.39 1.51 -1.83  0.40
H 1.16 3.69 0.80  0.32
H 2.02 2.27 1.38  0.33
O -1.17 -3.82 5.52  -0.70
C -0.23 -3.92 4.74  0.23
O 0.86 -4.48 4.79  -0.69
C -0.48 -3.14 3.38  0.62
C -0.96 -1.84 3.44  -1.06
C -1.15 -1.13 2.26  -0.22
N -0.90 -1.66 1.07  -0.13
C -0.46 -2.93 1.01  0.59
C -0.23 -3.70 2.14  -0.64
C -0.22 -3.46 -0.40  0.47
O 0.15 -4.61 -0.57  -0.69
O -0.49 -2.62 -1.33  -0.63
H -1.19 -1.38 4.39  0.45
H -1.51 -0.11 2.28  0.53
H 0.14 -4.70 2.03  0.56
I -3.47 -0.16 -0.94  0.13
C -3.11 0.28 -3.08  -0.75
I -1.57 -1.02 -3.91  0.12
H -2.73 1.30 -3.13  0.26
H -4.03 0.15 -3.63  0.49

---

# C14H14N2NdO2S2

A structure of composition C14H14N2NdO2S2 in a non-equilibrium geometry (ωB97M-V/def2-TZVPD, the OMol25 dataset).

## Properties
Highest occupied orbital energy (spin up / spin down) in eV: -3.8 / -3.8
Expectation value of S²: 3.759
Relative energy (zero: lowest compared OMol25 entry of this formula, charge and spin) in kcal/mol: 135.4
2S+1: 4
Kohn-Sham gap (spin up / spin down) in eV: 6.2 / 6.2
Total charge: -1
Lowest unoccupied orbital energy (spin up / spin down) in eV: 2.3 / 2.3

Each line ends with the Mulliken charge.
Element x y z (Å)
C -1.37 1.41 -1.32  -0.42
C -1.69 0.08 -1.70  -0.47
C -0.54 -0.49 -2.30  -0.52
C 0.50 0.48 -2.29  -0.51
C -0.02 1.66 -1.67  -0.54
Nd 0.00 0.00 0.00  0.47
N 0.21 1.02 1.53  -0.30
C -0.91 0.29 2.24  -0.40
C -1.47 -0.79 1.28  -0.80
H -0.45 -1.51 -2.68  0.43
H -2.65 -0.42 -1.55  0.40
H 1.52 0.35 -2.65  0.50
H 0.54 2.59 -1.49  0.40
H -2.04 2.11 -0.80  0.43
H -2.54 -0.67 1.07  0.27
H -0.52 -0.16 3.17  0.25
H 0.52 1.86 2.03  0.10
H -1.24 -1.82 1.60  0.22
H -1.71 1.01 2.50  0.31
O 3.94 -2.79 -2.64  -0.64
S 4.14 -3.43 -1.26  0.98
O 3.72 -4.91 -1.31  -0.64
N 2.70 -2.79 -0.49  -0.54
C 2.97 -2.12 0.57  0.46
S 1.72 -1.48 1.67  -0.54
C 4.40 -2.07 0.92  0.40
C 4.99 -1.45 2.03  -0.56
C 6.38 -1.54 2.19  -0.55
C 7.16 -2.24 1.26  -0.48
C 6.56 -2.86 0.15  -0.56
C 5.17 -2.75 0.01  0.19
H 4.39 -0.91 2.76  0.46
H 6.86 -1.07 3.05  0.38
H 8.23 -2.31 1.40  0.38
H 7.15 -3.41 -0.57  0.42